Density functional theory data (ωB97M-V with the def2-TZVPD basis set) for a molecular structure, C28H26AuClFN5O5S.

Results
- relative energy (zero: lowest compared OMol25 entry of this formula, charge and spin) (kcal/mol) = 61.29
- gap between HOMO and LUMO (eV) = 4.18
- E (Eh) = -2826.4119
- maximum force (hartree/bohr) = 0.0141
- LUMO energy (eV) = -1.822

CARTESIAN COORDINATES (ANGSTROEM)
Au (-1.26, -1.07, -2.54)
F (-2.03, -1.32, 3.70)
C (-0.82, -1.22, 3.08)
C (-0.73, -1.55, 1.76)
C (0.49, -1.48, 1.10)
C (0.57, -1.91, -0.32)
O (-0.43, -2.40, -0.84)
C (1.86, -1.73, -0.95)
C (2.89, -1.30, -0.20)
N (2.83, -0.94, 1.13)
C (3.99, -0.41, 1.79)
C (4.00, 1.03, 2.21)
C (4.85, 0.57, 1.06)
C (1.62, -1.03, 1.80)
C (1.50, -0.70, 3.15)
C (0.29, -0.79, 3.81)
N (0.23, -0.43, 5.19)
C (-1.04, -0.09, 5.82)
C (-0.72, 0.58, 7.17)
N (0.72, 1.03, 7.11)
C (1.63, -0.17, 7.15)
C (1.06, -1.17, 6.12)
C (2.14, -1.95, -2.44)
O (3.27, -2.38, -2.72)
O (1.21, -1.57, -3.20)
H (-1.60, -1.89, 1.21)
H (3.87, -1.22, -0.65)
H (4.50, -1.12, 2.44)
H (4.48, 1.29, 3.14)
H (3.12, 1.61, 1.97)
H (5.92, 0.50, 1.19)
H (4.53, 0.86, 0.07)
H (2.36, -0.32, 3.69)
H (-1.68, -0.95, 6.00)
H (-1.59, 0.60, 5.17)
H (-0.80, -0.11, 8.01)
H (-1.35, 1.45, 7.37)
H (0.95, 1.72, 7.82)
H (0.84, 1.43, 6.18)
H (1.64, -0.55, 8.16)
H (2.62, 0.19, 6.88)
H (0.48, -1.94, 6.64)
H (1.87, -1.67, 5.60)
S (-2.35, -3.09, -3.90)
C (-1.59, -2.62, -5.34)
N (-0.28, -2.21, -5.32)
C (0.32, -1.64, -6.37)
C (-0.33, -1.55, -7.56)
C (-1.61, -2.11, -7.58)
N (-2.23, -2.64, -6.55)
H (0.23, -2.21, -4.43)
H (1.33, -1.30, -6.20)
H (0.12, -1.09, -8.42)
H (-2.17, -2.14, -8.52)
Cl (-5.39, 6.12, -5.45)
C (-4.49, 4.71, -4.91)
C (-3.37, 4.89, -4.12)
C (-2.67, 3.77, -3.69)
C (-3.08, 2.49, -4.06)
C (-4.20, 2.34, -4.87)
C (-4.92, 3.45, -5.29)
C (-2.34, 1.27, -3.56)
O (-2.22, 1.15, -2.32)
O (-1.92, 0.46, -4.41)
H (-3.06, 5.88, -3.84)
H (-1.81, 3.88, -3.05)
H (-4.50, 1.35, -5.17)
H (-5.79, 3.34, -5.91)

Atom charges from the Mulliken analysis, given in e for atoms 1 to 2: number 1, Au, carries 0.60; number 2, F, carries -0.35